Density functional theory data (wB97M-V/def2-TZVPD) for a 9-piece molecular cluster, C56H124N6O9 overall.

The geometry in XYZ format:
```
195
Properties=species:S:1:pos:R:3:lowdin_charge:R:1
C 4.9426 -3.3241 -5.8066 -0.142
O 5.3831 -4.6215 -5.3065 -0.128
H 4.3236 -3.4510 -6.6948 0.073
H 4.3285 -2.8453 -5.0438 0.069
H 5.6732 -2.6079 -6.1826 0.067
H 5.8592 -4.5586 -4.4752 0.057
C 0.6633 -1.3065 -1.6069 -0.168
O 0.3054 -2.4891 -2.2805 -0.134
H -0.2212 -0.6816 -1.4839 0.076
H 0.9003 -1.6865 -0.6131 0.080
H 1.5007 -0.8251 -2.1120 0.077
H -0.0785 -2.2890 -3.1373 0.071
O -0.1457 -7.1200 -1.9888 -0.053
H -0.0632 -6.2686 -2.4186 0.025
H 0.7340 -7.4951 -2.0286 0.026
C 5.3899 5.7498 -2.0314 -0.027
C 4.4011 5.4210 -3.1829 -0.456
C 3.0157 5.0801 -2.4767 -0.157
C 2.3390 6.3023 -2.0081 -0.217
C 2.1816 7.3115 -3.1044 -0.133
C 3.4189 7.6647 -3.9778 -0.502
N 4.1812 6.4568 -4.2521 -0.104
O 5.3047 6.7595 -5.0525 -0.012
C 2.8694 8.2504 -5.3200 -0.040
C 4.2930 8.7715 -3.3460 -0.035
C 4.8773 4.1377 -3.8080 -0.058
H 5.0379 5.2666 -1.1199 0.080
H 5.5248 6.8133 -1.8338 0.062
H 6.3904 5.3359 -2.1569 0.077
H 2.3036 4.7067 -3.2126 0.114
H 3.0996 4.2469 -1.7790 0.123
H 2.9493 6.7095 -1.2020 0.112
H 1.3357 6.1225 -1.6219 0.120
H 1.8054 8.2732 -2.7556 0.123
H 1.4923 6.8865 -3.8341 0.118
H 2.3162 7.6091 -6.0062 0.078
H 2.1476 8.9929 -4.9798 0.080
H 3.6837 8.6059 -5.9513 0.076
H 3.7250 9.6882 -3.1881 0.081
H 4.5385 8.4798 -2.3249 0.060
H 5.2477 9.0226 -3.8082 0.084
H 5.6425 4.3024 -4.5666 0.079
H 4.0785 3.6772 -4.3894 0.081
H 5.1755 3.4168 -3.0467 0.090
H 5.1134 6.2771 -5.8602 0.102
C -0.6338 1.3449 6.2959 -0.047
C 0.7884 1.8251 6.0837 -0.495
C 1.2857 1.2915 4.7483 -0.168
C 2.5641 1.9388 4.2857 -0.173
C 2.2629 3.4750 4.2484 -0.134
C 1.9479 4.1144 5.6175 -0.463
N 0.7651 3.3228 6.1685 -0.118
O 0.3770 3.8202 7.3829 -0.018
C 3.1400 4.1850 6.4928 -0.039
C 1.3810 5.5925 5.2619 -0.018
C 1.6205 1.1482 7.2106 -0.041
H -1.1304 1.7957 7.1551 0.074
H -0.6930 0.3029 6.6104 0.087
H -1.2449 1.6397 5.4429 0.085
H 1.4157 0.2097 4.7795 0.127
H 0.5896 1.5367 3.9461 0.115
H 2.8175 1.6289 3.2719 0.107
H 3.3588 1.5387 4.9152 0.105
H 1.4530 3.5688 3.5249 0.116
H 3.0890 4.0679 3.8558 0.110
H 3.2602 5.0167 7.1870 0.087
H 3.3194 3.2681 7.0543 0.070
H 4.0404 4.1886 5.8785 0.086
H 1.2419 6.1439 6.1919 0.067
H 2.0344 6.1486 4.5897 0.074
H 0.4028 5.4634 4.7987 0.072
H 1.3546 1.5752 8.1776 0.083
H 2.7019 1.2574 7.1286 0.061
H 1.5048 0.0648 7.2413 0.080
H -0.5585 4.0352 7.3675 0.105
C -3.0913 0.4280 -9.2843 -0.021
C -2.6540 0.7353 -7.8263 -0.505
C -3.1615 2.0318 -7.4942 -0.209
C -4.6408 2.0418 -7.2853 -0.207
C -5.0789 1.0486 -6.2811 -0.124
C -4.4804 -0.3915 -6.3786 -0.514
N -3.1145 -0.2579 -6.7765 -0.077
O -2.4582 -1.5292 -6.8616 -0.011
C -4.5782 -0.9789 -4.9709 -0.029
C -5.2869 -1.2070 -7.4137 -0.025
C -1.1264 0.8358 -7.7421 -0.037
H -4.1750 0.3812 -9.3916 0.055
H -2.7879 -0.5665 -9.6113 0.081
H -2.7871 1.0961 -10.0900 0.089
H -2.7571 2.3930 -6.5486 0.134
H -3.0237 2.8016 -8.2535 0.137
H -5.0636 1.8836 -8.2774 0.106
H -4.8883 3.0858 -7.0936 0.122
H -6.1511 0.9293 -6.4371 0.122
H -4.8942 1.4536 -5.2861 0.119
H -5.5953 -1.1648 -4.6259 0.088
H -3.9367 -1.8428 -4.7969 0.081
H -4.1963 -0.2329 -4.2739 0.077
H -5.6531 -0.6777 -8.2934 0.074
H -4.8581 -2.1321 -7.7990 0.077
H -6.2287 -1.4785 -6.9367 0.082
H -0.5869 -0.0688 -8.0225 0.077
H -0.8091 0.9794 -6.7092 0.084
H -0.7119 1.6943 -8.2706 0.087
H -3.0149 -2.0758 -7.4210 0.067
C -2.4642 -6.0374 5.3144 -0.030
C -2.4894 -6.9061 4.0270 -0.467
C -3.3438 -8.1796 4.2370 -0.144
C -4.8451 -7.9270 4.2743 -0.176
C -5.2179 -7.1057 3.0248 -0.143
C -4.4701 -5.8314 2.8780 -0.522
N -3.0109 -6.1817 2.8553 -0.131
O -2.2819 -5.0511 2.6724 -0.019
C -4.7676 -5.2629 1.4552 -0.039
C -4.9110 -4.7655 3.8549 -0.038
C -1.0141 -7.3885 3.7114 -0.030
H -1.9018 -6.5387 6.1021 0.085
H -3.4748 -5.8580 5.6815 0.053
H -2.0949 -5.0238 5.1585 0.081
H -3.0388 -8.9976 3.5843 0.119
H -3.1215 -8.5589 5.2344 0.114
H -5.2005 -7.5274 5.2241 0.104
H -5.3518 -8.8873 4.3703 0.107
H -6.3019 -7.0033 3.0762 0.128
H -4.8373 -7.6313 2.1490 0.126
H -4.3534 -5.9400 0.7082 0.077
H -5.8288 -5.3533 1.2234 0.085
H -4.2327 -4.3646 1.1467 0.082
H -4.2079 -3.9327 3.8597 0.088
H -5.8265 -4.2898 3.5032 0.085
H -5.0691 -5.1573 4.8597 0.067
H -0.5869 -8.2874 4.1558 0.078
H -0.2824 -6.6415 4.0191 0.070
H -0.9136 -7.4757 2.6295 0.077
H -1.6133 -5.3335 2.0440 0.112
C 9.7248 -4.4043 -1.9630 -0.034
C 8.7998 -4.4235 -0.6804 -0.474
C 7.9789 -3.0674 -0.6979 -0.142
C 6.7638 -3.0221 0.2260 -0.178
C 5.8995 -4.3166 0.0729 -0.128
C 6.6132 -5.6774 0.0699 -0.497
N 7.7794 -5.5121 -0.8537 -0.057
O 8.4083 -6.8318 -0.9396 -0.044
C 6.9867 -6.1318 1.4899 -0.032
C 5.5919 -6.7225 -0.4813 -0.034
C 9.6633 -4.4253 0.5616 -0.045
H 10.3612 -5.2766 -2.1123 0.072
H 10.3567 -3.5166 -1.9342 0.081
H 9.1070 -4.3881 -2.8609 0.072
H 8.6553 -2.2626 -0.4099 0.115
H 7.6090 -2.8667 -1.7033 0.109
H 6.1931 -2.1514 -0.0970 0.104
H 7.0491 -2.8030 1.2549 0.101
H 5.4146 -4.0942 -0.8776 0.111
H 5.1870 -4.3822 0.8952 0.120
H 7.3036 -5.2830 2.0959 0.066
H 6.1342 -6.6161 1.9660 0.080
H 7.8584 -6.7859 1.5088 0.084
H 6.0830 -7.6780 -0.6655 0.077
H 4.8399 -6.9426 0.2765 0.075
H 5.0536 -6.4229 -1.3805 0.076
H 9.0258 -4.3751 1.4442 0.064
H 10.4273 -3.6500 0.6210 0.087
H 10.2502 -5.3380 0.6642 0.085
H 8.6263 -6.9727 -1.8638 0.089
C -4.6091 3.3340 1.6043 -0.069
C -5.9899 3.4617 2.1114 -0.476
C -6.8351 2.1653 1.6973 -0.124
C -8.1035 1.8934 2.4936 -0.206
C -7.8865 1.9947 3.9829 -0.120
C -7.1793 3.3706 4.4303 -0.461
N -5.9194 3.5217 3.6085 -0.118
O -5.1506 4.5896 4.0590 -0.023
C -8.1101 4.5782 4.3427 -0.050
C -6.9057 3.1447 5.9397 -0.053
C -6.6485 4.7723 1.5350 -0.026
H -4.7031 2.9473 0.5896 0.087
H -4.1419 2.4317 1.9990 0.085
H -3.9041 4.1576 1.7168 0.090
H -7.1098 2.2721 0.6479 0.115
H -6.2357 1.2627 1.8159 0.114
H -8.3509 0.8874 2.1548 0.111
H -8.8554 2.5914 2.1254 0.106
H -7.2265 1.2463 4.4214 0.115
H -8.9129 2.0198 4.3488 0.116
H -8.6854 4.7852 5.2451 0.077
H -7.4069 5.4099 4.2986 0.083
H -8.8852 4.5685 3.5765 0.073
H -6.1798 2.3487 6.1056 0.081
H -6.6180 4.0374 6.4950 0.078
H -7.8728 2.9201 6.3896 0.080
H -6.6005 4.8436 0.4484 0.079
H -6.2976 5.7087 1.9686 0.078
H -7.7017 4.8433 1.8068 0.053
H -4.3160 4.1789 4.2966 0.104
```

Values from the calculation:
LUMO: -0.02 eV
DFT total energy: -3213.33670 Ha
SMILES: CC1(C)CCCC(C)(C)N1O.CC1(C)CCCC(C)(C)N1O.CC1(C)CCCC(C)(C)N1O.CC1(C)CCCC(C)(C)N1O.CC1(C)CCCC(C)(C)N1O.CC1(C)CCCC(C)(C)N1O.CO.CO.O
Energy above the lowest of the compared OMol25 structures with the same formula, charge and spin: 75.8 kcal/mol
Total charge: 0
HOMO-LUMO gap: 8.231 eV
Maximum force: 3.565 eV/A


Density functional theory data (wB97M-V/def2-TZVPD) for a 13-piece molecular cluster, C5H35NO14 overall.

The geometry in XYZ format:
```
55
Properties=species:S:1:pos:R:3:lowdin_charge:R:1
C -1.3947 -2.8670 -1.0066 -0.325
N -1.2004 -1.9025 -0.0933 -0.089
C -2.2597 -1.3405 0.7588 -0.196
C -3.1866 -0.4365 -0.0093 -0.062
C 0.0539 -1.1196 -0.1597 -0.112
C 1.1098 -1.7556 0.7813 -0.210
O 0.7705 -3.0980 1.1741 -0.067
O -0.5442 -3.2075 -1.8126 -0.015
H -2.4070 -3.3146 -0.9517 0.155
H -2.6644 -2.1775 1.3155 0.122
H -1.6958 -0.7069 1.4763 0.104
H -2.6809 0.5162 -0.2562 0.051
H -4.1056 -0.1899 0.5045 0.076
H -3.4614 -0.9270 -0.9739 0.091
H 0.4161 -1.1359 -1.2300 0.127
H -0.1110 -0.0661 0.0682 0.089
H 2.1247 -1.7049 0.4448 0.108
H 1.0835 -1.1195 1.6981 0.081
H 0.5910 -3.6221 0.3900 0.070
H -1.8556 -2.5530 -3.7844 0.044
H -0.3917 -2.4429 -3.5921 0.025
O -1.0934 -2.1348 -4.2000 -0.066
H 2.3443 1.1482 4.5650 0.078
H 2.5991 1.9504 3.2992 0.044
O 1.8604 1.6925 3.9193 -0.086
H -0.3483 0.6859 -3.7064 0.057
H 0.0832 -0.7597 -3.7183 0.040
O 0.3280 0.1163 -4.0892 -0.037
H -2.5935 2.8680 -0.4284 0.000
H -3.5157 3.4874 -1.3297 0.063
O -3.1157 2.6051 -1.2185 -0.091
H -0.2906 2.9032 -1.8333 0.079
H -1.2519 1.8759 -1.4543 0.027
O -0.3327 1.9390 -1.7841 -0.047
H 1.7185 0.5635 -3.8967 -0.040
H 1.9204 2.0134 -3.7325 0.038
O 2.3471 1.1862 -3.4841 -0.091
H -0.5159 -0.1754 3.7580 0.075
H 0.7173 0.5181 3.6447 0.035
O 0.1086 -0.0136 3.0302 -0.110
H 3.5370 -2.0262 2.9753 0.036
H 2.1779 -2.6246 2.9997 0.013
O 2.8156 -2.1915 3.5923 -0.061
H -2.6327 3.9666 1.6930 0.055
H -1.2531 4.3678 1.1357 0.058
O -2.1640 4.1400 0.8742 -0.062
H 2.8116 1.3198 1.0132 0.019
H 3.8063 2.4184 1.3828 0.067
O 3.3541 1.6471 1.7552 -0.061
H 2.2428 1.0941 -1.5306 0.023
H 0.9728 1.3786 -0.6705 0.011
O 1.8865 1.0153 -0.6310 -0.083
H 0.2601 2.0138 2.5962 -0.001
H -0.9944 1.6685 2.1305 0.024
O -0.4374 2.4590 2.0860 -0.072
```

Values from the calculation:
LUMO: 0.04 eV
DFT total energy: -1319.59795 Ha
Energy above the lowest of the compared OMol25 structures with the same formula, charge and spin: 68.6 kcal/mol
Total charge: 0
HOMO-LUMO gap: 9.684 eV
Maximum force: 2.723 eV/A


Density functional theory data (wB97M-V/def2-TZVPD) for a single C4H5NO molecule.

The geometry in XYZ format:
```
11
Properties=species:S:1:pos:R:3:lowdin_charge:R:1
O -0.3859 1.2398 -1.7359 0.022
C -0.6221 0.5522 -0.5629 -0.391
C -0.1180 1.0033 0.6273 -0.054
C 0.4675 -0.1110 1.2723 -0.097
C 0.1781 -1.2240 0.5161 -0.128
N -0.5173 -0.8254 -0.5925 0.066
H 0.5816 1.1175 -1.7448 0.117
H -0.0480 2.0564 0.8631 0.110
H 1.1579 -0.0557 2.0991 0.092
H 0.4396 -2.2616 0.6526 0.106
H -1.0135 -1.4398 -1.2220 0.156
```

Values from the calculation:
LUMO: 0.80 eV
DFT total energy: -285.36277 Ha
SMILES: Oc1ccc[nH]1
Energy above the lowest of the compared OMol25 structures with the same formula, charge and spin: 32.5 kcal/mol
Total charge: 0
HOMO-LUMO gap: 8.897 eV
Maximum force: 1.044 eV/A


Density functional theory data (wB97M-V/def2-TZVPD) for a 2-piece molecular cluster, C2H9NOS overall.

The geometry in XYZ format:
```
14
Properties=species:S:1:pos:R:3:lowdin_charge:R:1
C 0.2498 -0.1934 0.4534 -0.281
C -0.7222 0.8504 -0.0586 -0.566
S -0.3399 2.2312 -1.3055 0.658
N -0.4281 -1.5729 0.6971 -0.036
H 0.8883 -0.2609 -0.4275 0.093
H 0.7136 0.1612 1.4563 0.142
H -1.5482 0.3072 -0.4870 0.041
H -1.0975 1.2710 0.9227 0.080
H -1.2851 1.7612 -2.1216 -0.170
H -1.1729 -1.7805 0.0396 0.064
H -1.1471 -1.5862 1.4072 0.068
H 1.1246 -2.3243 1.7579 -0.069
H 1.3722 -3.1223 0.4667 0.018
O 1.6777 -2.8820 1.3283 -0.041
```

Values from the calculation:
LUMO: 0.66 eV
DFT total energy: -609.70744 Ha
SMILES: NCCS.O
Energy above the lowest of the compared OMol25 structures with the same formula, charge and spin: 38.8 kcal/mol
Total charge: 0
HOMO-LUMO gap: 10.061 eV
Maximum force: 5.653 eV/A